(1)
DFT (wB97M-V/def2-TZVPD) results for a cluster of 8 separate species, C27H40ClN2O13 in total at a distorted geometry.

Last column: Löwdin charge in e.
Element x y z (Å)
Cl 1.00348 -0.87266 0.51099  0.591
O 0.59848 -0.07255 -0.67314  -0.411
O 0.57146 -2.22259 0.50787  -0.382
O 2.41120 -0.93896 0.64561  -0.393
O 0.50680 -0.20824 1.68499  -0.405
O -2.30251 6.81793 -7.64506  0.090
C -1.99288 6.12470 -6.69252  -0.445
O -1.18126 5.03849 -6.93613  -0.012
C -1.04637 4.16829 -5.78787  -0.133
C -2.22906 4.61289 -4.85557  -0.142
C -2.52364 6.05695 -5.24980  -0.071
H -0.07993 4.26465 -5.29309  0.117
H -1.09488 3.18125 -6.24774  0.123
H -1.97956 4.42514 -3.81125  0.112
H -3.02266 3.92131 -5.13843  0.111
H -1.81085 6.71743 -4.75604  0.124
H -3.54718 6.42846 -5.20043  0.125
O -3.16883 -10.13055 1.84439  0.053
C -4.24368 -9.49982 2.01322  -0.490
O -5.24767 -10.04445 2.64469  0.039
C -6.40121 -9.15459 2.72510  -0.143
C -5.98363 -7.81527 2.19306  -0.127
C -4.59182 -8.13989 1.50648  -0.053
H -6.73275 -9.16926 3.76335  0.124
H -7.14334 -9.70605 2.14784  0.124
H -5.79769 -7.11089 3.00385  0.110
H -6.82555 -7.37051 1.66252  0.113
H -3.84164 -7.35587 1.60958  0.127
H -4.59688 -8.12688 0.41657  0.125
O 9.89705 4.97859 1.50999  0.102
C 9.21478 3.99353 1.60360  -0.494
O 8.98099 3.15814 0.60867  0.028
C 7.99240 2.17029 0.88053  -0.147
C 7.90708 2.11492 2.39902  -0.153
C 8.51160 3.43184 2.88776  -0.061
H 8.30944 1.18042 0.55231  0.124
H 7.09986 2.51550 0.35871  0.132
H 8.38402 1.17814 2.68720  0.114
H 6.86188 2.16988 2.70338  0.115
H 9.29034 3.35567 3.64662  0.118
H 7.78458 4.19339 3.16988  0.121
O 1.88166 -5.48061 -8.98453  0.095
C 1.81154 -5.83271 -7.82003  -0.403
O 2.31338 -5.05719 -6.76699  -0.006
C 2.42635 -5.88919 -5.55623  -0.126
C 1.43501 -7.09150 -5.73646  -0.158
C 1.54510 -7.23345 -7.20294  -0.124
H 2.43328 -5.45463 -4.55663  0.123
H 3.47606 -6.17685 -5.61512  0.115
H 0.46609 -6.88898 -5.28008  0.118
H 1.76639 -8.05084 -5.33903  0.114
H 0.62193 -7.64325 -7.61272  0.121
H 2.34732 -7.88910 -7.54155  0.131
N 2.06039 -1.09397 7.41760  -0.006
C 2.96267 -0.17605 7.83361  -0.143
C 2.56277 0.26144 9.09726  -0.159
C 1.35255 -0.28993 9.41501  -0.114
C 1.08728 -1.27337 8.37970  -0.102
H 2.01830 -1.53426 6.50959  0.154
H 3.78135 0.05392 7.16782  0.106
H 3.14344 1.06240 9.53050  0.089
H 0.99402 -0.20961 10.43059  0.082
H 0.29170 -1.98727 8.22546  0.093
N -6.41807 1.43568 1.15847  0.014
C -7.24135 1.84041 0.19062  -0.164
C -8.60872 1.83841 0.60370  -0.093
C -8.52445 1.44063 1.94584  -0.138
C -7.21092 1.17573 2.24252  -0.157
H -5.41916 1.36365 1.28922  0.161
H -6.85218 2.02322 -0.80010  0.100
H -9.39864 2.15749 -0.06009  0.084
H -9.42815 1.25436 2.50710  0.087
H -6.69733 0.64696 3.03185  0.106
C 1.35195 9.26690 -0.05499  -0.050
C 1.86870 7.96068 0.36779  -0.484
O 2.63253 7.84097 1.35332  0.035
C 1.50108 6.80327 -0.52419  -0.022
H 1.50630 10.12135 0.60394  0.083
H 0.27738 9.08526 -0.07473  0.092
H 1.78166 9.64888 -0.98103  0.093
H 1.12611 7.27039 -1.43485  0.066
H 0.66269 6.22277 -0.13917  0.094
H 2.37209 6.21904 -0.82102  0.092

Atomic forces in eV per Å
Cl -0.1 1.9 0.2
O 0.4 -1.6 1.0
O -1.6 -1.3 -0.9
O 2.2 0.6 -0.7
O -0.9 0.4 0.4
O 0.5 -0.3 2.0
C -0.9 -1.0 -2.3
O 0.2 0.8 0.7
C -0.6 0.9 -0.2
C 0.4 -1.4 -0.6
C 1.3 0.0 -1.0
H 0.1 0.3 -0.2
H -0.3 -0.2 0.6
H -0.1 0.3 0.0
H -0.5 0.3 0.3
H -0.3 0.3 0.6
H 0.2 -0.1 0.1
O -3.2 2.1 0.4
C 4.4 -1.8 -1.1
O -1.0 -0.1 1.0
C 0.0 -1.6 0.3
C 1.0 0.4 0.0
C -1.2 1.4 -0.7
H 0.1 0.2 0.0
H -0.3 0.5 -0.2
H 0.1 -0.2 0.2
H 0.5 0.0 -0.7
H 0.1 -0.3 0.9
H -0.6 -0.6 -0.2
O -0.3 -0.4 -0.1
C 0.0 0.0 1.7
O 0.7 -0.2 -1.7
C 0.0 0.2 0.3
C -1.2 0.6 0.4
C 1.2 0.4 -1.3
H 0.1 0.4 -0.6
H -0.2 -0.4 0.2
H 0.0 0.4 0.7
H 0.0 -0.8 0.1
H -0.2 0.0 0.1
H -0.1 -0.2 0.2
O -0.7 -0.6 2.4
C 1.9 0.1 0.0
O -1.4 -0.4 0.1
C 0.9 -1.2 -0.2
C 1.7 0.7 0.7
C -2.0 0.4 -2.3
H -1.0 1.1 -0.5
H 0.0 -0.8 -0.1
H -0.1 0.2 -0.6
H 0.3 0.4 0.7
H 0.1 0.0 -0.4
H 0.2 0.1 0.2
N -1.1 -0.6 0.8
C -0.1 -0.1 0.1
C 2.3 1.5 -2.3
C -0.6 -3.2 -0.7
C 0.3 2.0 1.0
H 0.2 0.1 0.2
H 0.0 0.3 0.3
H -0.3 -0.1 0.6
H -0.8 -0.2 -0.3
H 0.0 0.2 0.1
N -1.1 -0.3 1.7
C -1.6 0.7 -2.4
C 3.7 0.4 -0.9
C -1.0 -0.6 0.2
C 0.4 -0.7 0.9
H -0.2 0.2 -0.9
H 0.0 0.2 0.0
H -0.1 -0.2 0.4
H 0.4 0.0 0.6
H -0.5 0.3 0.5
C -0.8 1.4 0.3
C 3.4 -0.9 2.8
O -2.0 0.1 -2.3
C -0.3 0.7 -0.7
H 0.2 -0.5 0.6
H -0.3 0.5 -0.8
H -0.4 -0.6 -0.5
H -0.1 -0.2 -0.3
H 0.3 -0.3 0.3
H -0.2 -0.2 0.5

Output
- relative energy (zero: lowest compared OMol25 entry of this formula, charge and spin) (kcal/mol) = 37.1
- LUMO (eV) = 1.789
- HOMO energy (eV) = -6.00
- gap between HOMO and LUMO (eV) = 7.8
- total charge = -1


(2)
DFT (wB97M-V/def2-TZVPD) results for a structure of composition C14H24Cl12F6NO4S2Sn at a distorted geometry.

Last column: Löwdin charge in e.
Element x y z (Å)
Sn 17.50346 3.61460 -17.87570  1.624
C 17.89339 -0.96426 -17.78755  -0.659
F 18.86309 -0.09883 -17.99030  0.068
F 17.63019 -1.68864 -18.86960  0.108
F 18.11225 -1.85567 -16.83127  0.149
S 16.33432 0.05395 -17.29915  0.653
O 15.23633 -0.87072 -17.05035  -0.246
O 16.71546 0.90905 -16.18362  -0.378
N 16.17734 1.17320 -18.64244  -0.386
S 14.77497 0.85978 -19.33121  0.525
O 14.61901 -0.42273 -19.97424  -0.299
O 13.67352 1.34120 -18.56024  -0.245
C 14.85860 2.08727 -20.73554  -0.659
F 15.28857 3.32629 -20.39827  0.068
F 15.57426 1.63644 -21.75047  0.131
F 13.59228 2.17409 -21.15559  0.147
Cl 19.71116 -0.84950 -21.43823  0.560
C 18.30176 0.18208 -21.85139  -0.624
C 17.29712 -0.63590 -22.69768  -0.665
Cl 16.50605 -2.02309 -21.95430  0.605
H 18.71128 0.94082 -22.51854  0.068
H 17.90856 0.68447 -20.97011  0.025
H 17.72515 -1.04029 -23.61352  0.068
H 16.47633 -0.00071 -23.02586  0.044
Cl 20.05404 -5.91293 -17.32290  0.541
C 19.16347 -5.99651 -18.84525  -0.651
C 18.27179 -4.76608 -18.93121  -0.631
Cl 16.92487 -4.77495 -17.71656  0.518
H 18.74477 -6.99864 -18.91678  0.075
H 19.99252 -6.01558 -19.55312  0.065
H 17.69046 -4.85643 -19.84954  0.061
H 18.85218 -3.84828 -18.97141  0.059
Cl 23.90474 3.22863 -21.02075  0.648
C 22.51142 3.31164 -19.96025  -0.675
C 21.71627 2.12059 -20.42023  -0.632
Cl 20.28464 1.84517 -19.35128  0.523
H 22.01703 4.27831 -19.89232  0.082
H 22.85374 3.07210 -18.95219  0.072
H 22.19415 1.14491 -20.41838  0.077
H 21.22695 2.37338 -21.35928  0.070
Cl 10.51602 -3.51245 -17.65793  0.588
C 11.78832 -3.75677 -18.83542  -0.682
C 13.02788 -3.00814 -18.38498  -0.659
Cl 14.44837 -3.44958 -19.35808  0.552
H 11.50023 -3.32195 -19.79174  0.075
H 11.94827 -4.82847 -18.93272  0.069
H 13.23732 -3.18417 -17.33089  0.069
H 13.03634 -1.93498 -18.56711  0.041
Cl 16.19379 -1.06953 -13.33331  0.544
C 17.60398 -2.16887 -13.41304  -0.635
C 17.17166 -3.59034 -13.05227  -0.609
Cl 16.73855 -3.71364 -11.28579  0.509
H 18.34762 -1.78473 -12.71720  0.067
H 17.94893 -2.05644 -14.43855  0.040
H 18.03696 -4.23102 -13.20974  0.073
H 16.23518 -3.84363 -13.54222  0.059
Cl 14.03219 4.57051 -24.23909  0.520
C 14.20552 2.91202 -24.87599  -0.637
C 15.47617 2.78534 -25.74101  -0.649
Cl 15.54552 3.98858 -27.07183  0.536
H 13.27529 2.67579 -25.38822  0.075
H 14.24625 2.29052 -23.98241  0.039
H 15.34021 1.82603 -26.24245  0.065
H 16.42340 2.72625 -25.20970  0.064

Atomic forces in eV per Å
Sn -1.1 -3.0 -0.5
C -2.1 -1.3 -0.3
F 0.4 -0.3 0.3
F 0.2 1.1 -0.1
F 0.5 1.1 0.3
S -1.0 -0.5 0.9
O 1.9 1.7 -1.2
O 0.8 0.6 -0.9
N 2.1 -0.7 2.2
S -2.9 0.0 -2.1
O 1.0 1.2 0.7
O 0.3 0.2 0.4
C -1.5 -0.6 -0.3
F 0.3 -0.1 0.3
F 0.6 0.2 0.0
F 0.5 0.3 0.2
Cl -0.1 0.1 0.2
C -0.1 -0.8 -1.2
C -0.2 0.5 -0.3
Cl 0.1 -0.2 0.6
H -0.1 0.1 0.0
H -0.1 -0.5 0.1
H 0.5 0.3 0.2
H 0.2 0.2 0.1
Cl 0.4 -0.2 1.0
C 0.8 0.1 0.3
C -1.0 -1.4 -1.1
Cl 1.1 0.1 0.1
H -0.7 0.4 0.1
H -0.4 0.6 -0.5
H 0.3 0.3 -0.2
H -0.2 0.0 0.5
Cl 0.6 0.7 -0.4
C 0.6 -1.4 1.3
C -1.6 1.0 -0.6
Cl -0.9 0.3 0.9
H -0.1 -0.1 -0.7
H 0.2 0.3 0.0
H 0.3 0.3 -0.1
H 0.4 -0.5 -0.3
Cl -0.6 0.2 0.4
C 0.7 0.5 -0.6
C 0.5 0.3 0.3
Cl 0.1 -0.6 -0.3
H -0.3 -0.3 0.0
H 0.2 0.1 0.0
H 0.1 -0.1 -0.1
H -0.9 0.0 0.3
Cl -0.1 0.2 0.1
C -0.6 0.0 0.3
C 0.1 0.9 0.7
Cl 0.3 0.1 -0.6
H 0.0 -0.1 -0.1
H 0.2 -0.5 0.1
H -0.4 -0.4 -0.2
H 0.4 -0.3 -0.4
Cl -0.1 0.2 0.2
C 0.6 0.6 0.3
C -1.3 -0.8 -0.5
Cl 0.1 -0.3 0.5
H 0.3 0.1 -0.3
H 0.3 -0.2 -0.2
H 0.3 -0.1 -0.1
H -0.2 0.5 0.2

Output
- LUMO (eV) = -8.191
- HOMO energy (eV) = -11.70
- gap between HOMO and LUMO (eV) = 3.5
- total charge = +1


(3)
DFT (wB97M-V/def2-TZVPD) results for a cluster of 2 separate species, C3H6IN in total at a distorted geometry.

Last column: Löwdin charge in e.
Element x y z (Å)
C -0.83628 1.55767 -0.09856  0.099
C 0.78486 -0.38773 0.00144  -0.313
C -0.43507 -1.17627 0.05779  -0.154
N 1.94402 -0.86944 0.04430  -0.496
I 3.71000 0.12116 -0.00010  0.689
H -0.62089 2.33358 -0.75093  -0.024
H -0.68753 1.74607 0.91749  -0.019
H -1.58113 0.80762 -0.34087  -0.010
H -0.34526 -2.22508 0.01585  0.058
H -0.99278 -0.98469 -0.85459  0.072
H -0.93992 -0.92289 1.00818  0.098

Atomic forces in eV per Å
C 0.4 -2.2 0.1
C 2.0 0.2 -0.2
C -1.1 -0.1 0.2
N -2.2 0.6 0.0
I 0.2 0.5 0.0
H 0.4 1.2 -1.3
H 0.1 0.3 1.4
H 0.1 0.6 -0.1
H 0.9 -1.5 0.4
H -0.5 0.5 0.3
H -0.3 0.0 -0.8

Output
- relative energy (zero: lowest compared OMol25 entry of this formula, charge and spin) (kcal/mol) = 91.4
- LUMO (spin up / spin down) (eV) = -0.192 / -0.546
- HOMO energy (spin up / spin down) (eV) = -8.00 / -8.53
- gap between HOMO and LUMO (spin up / spin down) (eV) = 7.8 / 8.0


(4)
DFT (wB97M-V/def2-TZVPD) results for an isolated molecule of C6H9N.

Last column: Löwdin charge in e.
Element x y z (Å)
C -1.83836 2.43994 1.67283  -0.109
C -1.12155 1.59744 0.71488  -0.080
C -0.53468 0.90331 -0.07820  -0.040
C 0.19486 0.04103 -1.01297  -0.183
C 1.30207 -0.74673 -0.33388  -0.328
C 1.12213 -2.55216 -0.02512  -0.013
N 1.78527 -1.88848 -1.10969  -0.107
H -2.50649 1.83759 2.29726  0.077
H -2.44323 3.19237 1.15575  0.078
H -1.13658 2.96234 2.33140  0.077
H 0.64463 0.64175 -1.81338  0.123
H -0.48887 -0.66628 -1.49729  0.121
H 2.12476 -0.13971 0.04999  0.148
H 0.05182 -2.55481 -0.32368  0.033
H 0.95657 -1.21865 0.69544  0.114
H 2.79101 -1.97071 -0.97217  0.090

Atomic forces in eV per Å
C 0.0 0.0 0.1
C 0.3 -0.4 -0.4
C -0.3 0.4 0.4
C 0.0 0.0 -0.1
C 0.0 0.3 0.0
C -0.1 -0.1 -0.2
N 0.1 -0.1 0.1
H 0.1 0.1 -0.1
H 0.1 -0.1 0.1
H -0.1 -0.1 -0.1
H -0.1 -0.1 0.1
H 0.1 0.1 0.1
H -0.1 -0.1 0.0
H 0.2 0.0 0.1
H 0.0 0.0 0.0
H -0.2 0.0 0.0

Output
- relative energy (zero: lowest compared OMol25 entry of this formula, charge and spin) (kcal/mol) = 135.2
- LUMO (eV) = 0.884
- HOMO energy (eV) = -8.42
- gap between HOMO and LUMO (eV) = 9.3


(5)
DFT (wB97M-V/def2-TZVPD) results for a cluster of 2 separate species, F3H3S2Si2 in total at a distorted geometry.

Last column: Löwdin charge in e.
Element x y z (Å)
F 1.14152 3.70144 -4.06613  -0.150
F 2.27918 4.60211 -2.01689  -0.152
F 3.33510 2.75946 -3.32176  -0.151
Si -0.47571 0.90188 -0.03172  -0.005
Si 1.91931 3.23090 -2.75335  0.382
S 0.85365 0.38303 1.57608  0.320
S -1.17148 -0.76744 -1.19195  0.322
H -1.62685 1.57371 0.52407  -0.131
H 1.81042 -0.15328 0.82604  -0.218
H -0.06077 -1.49191 -1.11796  -0.217

Atomic forces in eV per Å
F -0.3 -0.3 0.2
F -0.3 -0.2 0.3
F -0.1 -0.4 0.2
Si 1.2 -0.5 -0.5
Si 0.4 0.8 -0.5
S -0.5 0.3 0.2
S -0.5 0.3 0.1
H -0.5 0.3 0.3
H 0.2 -0.1 -0.3
H 0.4 0.0 0.1

Output
- relative energy (zero: lowest compared OMol25 entry of this formula, charge and spin) (kcal/mol) = 70.8
- LUMO (spin up / spin down) (eV) = -1.526 / -2.264
- HOMO energy (spin up / spin down) (eV) = -9.85 / -8.03
- gap between HOMO and LUMO (spin up / spin down) (eV) = 8.3 / 5.8


(6)
DFT (wB97M-V/def2-TZVPD) results for a structure of composition C3O3Pt at a distorted geometry.

Last column: Löwdin charge in e.
Element x y z (Å)
C -2.02862 -0.20814 -0.28362  -0.166
C -0.87870 0.14141 0.16250  -0.450
O -2.75164 -1.15514 -0.60904  0.080
O 2.23413 0.02138 -0.14874  -0.241
O -0.31033 0.80556 1.23791  -0.319
C 3.09283 -0.71853 -0.16454  0.097
Pt 0.64232 1.11345 -0.19448  1.000

Atomic forces in eV per Å
C -3.5 -5.5 -1.0
C -0.6 2.1 3.6
O 1.3 3.4 0.4
O 5.0 -1.9 -0.7
O -7.2 -2.9 5.8
C 0.1 -0.4 0.1
Pt 5.0 5.2 -8.3

Output
- expectation value of S² = 2.045
- 2S+1 = 3
- LUMO (spin up / spin down) (eV) = -0.554 / -1.694
- HOMO energy (spin up / spin down) (eV) = -7.17 / -8.34
- gap between HOMO and LUMO (spin up / spin down) (eV) = 6.6 / 6.6